Record 1
{
  "formula": "C28H45IrN2S2Sb",
  "method": "ωB97M-V/def2-TZVPD",
  "species": ["Ir", "C", "N", "C", "C", "N", "C", "C", "C", "C", "C", "C", "C", "S", "C", "C", "C", "C", "C", "C", "S", "H", "H", "H", "H", "H", "H", "H", "H", "H", "H", "H", "H", "H", "H", "H", "H", "H", "H", "C", "C", "C", "C", "Sb", "C", "C", "C", "C", "C", "C", "C", "C", "H", "H", "H", "H", "H", "H", "H", "H", "H", "H", "H", "H", "H", "H", "H", "H", "H", "H", "H", "H", "H", "H", "H", "H", "H", "H", "H"],
  "positions_angstrom": [[0.270, 0.199, -1.291], [0.310, -2.678, -2.455], [0.326, -1.301, -2.996], [-0.892, -0.982, -3.761], [-2.089, -0.859, -2.833], [-1.932, 0.225, -1.803], [-2.733, -0.109, -0.601], [-2.355, 1.509, -2.371], [-3.696, 1.765, -2.593], [-4.104, 2.964, -3.167], [-3.169, 3.919, -3.542], [-1.828, 3.672, -3.340], [-1.397, 2.475, -2.743], [0.288, 2.262, -2.482], [1.581, -1.073, -3.692], [1.740, -1.386, -5.029], [2.980, -1.219, -5.635], [4.062, -0.762, -4.900], [3.910, -0.453, -3.559], [2.666, -0.586, -2.947], [2.477, -0.076, -1.272], [0.179, -3.404, -3.262], [-0.493, -2.794, -1.727], [1.257, -2.868, -1.957], [-1.112, -1.755, -4.505], [-0.717, -0.045, -4.295], [-2.255, -1.792, -2.294], [-2.988, -0.670, -3.424], [-2.316, -1.008, -0.145], [-3.783, -0.295, -0.836], [-2.664, 0.722, 0.102], [-4.448, 1.032, -2.335], [-5.157, 3.144, -3.328], [-3.490, 4.845, -3.995], [-1.082, 4.400, -3.630], [0.914, -1.778, -5.607], [3.099, -1.461, -6.681], [5.027, -0.642, -5.373], [4.747, -0.088, -2.980], [-1.830, -2.092, 3.209], [-1.384, -0.682, 3.586], [-2.530, 0.302, 3.364], [-0.977, -0.631, 5.061], [0.308, -0.158, 2.260], [0.760, 1.985, 2.401], [0.744, 2.404, 3.867], [-0.329, 2.709, 1.610], [2.119, 2.292, 1.779], [1.982, -1.558, 2.589], [1.947, -2.130, 4.006], [1.800, -2.689, 1.579], [3.314, -0.843, 2.383], [-2.661, -2.380, 3.856], [-1.043, -2.834, 3.345], [-2.184, -2.150, 2.177], [-3.367, -0.004, 3.995], [-2.890, 0.307, 2.332], [-2.271, 1.319, 3.654], [-1.879, -0.815, 5.651], [-0.591, 0.342, 5.365], [-0.256, -1.396, 5.333], [-0.239, 2.296, 4.325], [1.010, 3.462, 3.917], [1.476, 1.859, 4.466], [-1.327, 2.557, 2.017], [-0.328, 2.403, 0.556], [-0.122, 3.780, 1.635], [2.947, 1.879, 2.354], [2.241, 3.377, 1.765], [2.195, 1.942, 0.749], [1.063, -2.736, 4.201], [2.036, -1.362, 4.774], [2.813, -2.787, 4.104], [0.848, -3.208, 1.713], [2.596, -3.420, 1.731], [1.866, -2.334, 0.549], [3.503, -0.117, 3.175], [3.404, -0.345, 1.417], [4.106, -1.593, 2.437]],
  "lowdin_spin": [1.97, 0.03, 0.16, 0.01, 0.01, 0.04, 0.03, 0.07, 0.00, 0.08, -0.01, 0.08, 0.08, 0.70, 0.04, 0.00, 0.05, 0.00, 0.04, 0.04, 0.50, 0.01, 0.01, 0.00, 0.00, 0.00, 0.00, 0.00, 0.01, 0.00, 0.00, 0.00, 0.00, 0.00, 0.00, 0.00, 0.00, 0.00, 0.00, 0.01, 0.08, 0.00, 0.03, 0.57, 0.07, 0.03, 0.03, 0.01, 0.07, 0.02, 0.02, 0.01, 0.00, 0.00, 0.00, 0.00, 0.00, 0.00, 0.01, 0.00, 0.00, 0.00, 0.01, 0.00, 0.00, 0.03, 0.00, 0.00, 0.00, 0.01, 0.00, 0.00, 0.01, 0.00, 0.00, 0.01, 0.00, 0.00, 0.00],
  "homo_ev": [-12.17, -14.18],
  "homo_lumo_gap_ev": [7.906, 5.576],
  "total_charge": 2,
  "s2": 8.786,
  "e_above_lowest_kcal_mol": 0.0,
  "largest_force_ev_per_a": 0.62,
  "e_tot_ha": -2343.73646,
  "spin_multiplicity": 6
}

***

Record 2
{
  "formula": "C28H46B2F3IN4O7",
  "method": "ωB97M-V/def2-TZVPD",
  "species": ["C", "O", "C", "C", "C", "C", "C", "C", "N", "B", "N", "O", "C", "C", "C", "C", "C", "C", "C", "C", "C", "C", "C", "C", "O", "I", "C", "B", "O", "N", "C", "C", "C", "N", "C", "O", "H", "H", "H", "H", "H", "H", "H", "H", "H", "H", "H", "H", "H", "H", "H", "H", "H", "H", "H", "H", "H", "H", "H", "H", "H", "H", "H", "H", "H", "H", "H", "H", "H", "H", "H", "H", "H", "H", "H", "H", "C", "C", "O", "C", "O", "C", "F", "F", "F", "H", "H", "H", "H", "H", "H"],
  "positions_angstrom": [[0.852, -5.462, -1.831], [1.190, -4.104, -2.078], [1.488, -3.826, -3.428], [0.263, -3.243, -4.216], [0.648, -1.933, -4.974], [-0.213, -0.725, -4.572], [0.021, -0.294, -3.091], [-0.798, 0.946, -2.664], [-1.877, 0.694, -1.634], [-2.820, -0.347, -2.314], [-3.675, -0.031, -3.403], [-2.838, -1.682, -1.916], [-1.340, 0.125, -0.363], [-0.212, 0.954, 0.327], [0.795, 0.089, 1.062], [1.805, -0.645, 0.445], [2.686, -1.364, 1.234], [2.638, -1.390, 2.614], [1.617, -0.668, 3.238], [0.733, 0.049, 2.456], [-2.440, -0.112, 0.710], [-3.437, 1.078, 0.893], [-4.728, 0.471, 1.529], [-4.574, 0.206, 3.031], [-3.748, -0.473, 3.530], [-6.078, 1.171, 4.305], [-3.820, 1.799, -0.437], [-4.439, 3.236, -0.029], [-4.864, 4.051, -1.096], [-4.540, 3.700, 1.352], [-5.558, 4.807, 1.410], [-3.254, 4.346, 1.802], [-2.676, 1.936, -1.460], [-1.826, 3.117, -1.094], [-1.785, 3.957, -1.996], [-1.464, 4.601, -2.929], [-0.214, -5.612, -1.588], [1.428, -5.792, -0.949], [1.119, -6.148, -2.650], [2.300, -3.079, -3.418], [1.870, -4.690, -3.997], [-0.554, -3.051, -3.501], [-0.083, -3.973, -4.960], [0.446, -2.114, -6.045], [1.720, -1.699, -4.908], [0.041, 0.133, -5.223], [-1.287, -0.922, -4.756], [1.085, -0.002, -3.060], [-0.057, -1.180, -2.443], [-0.109, 1.749, -2.385], [-1.325, 1.313, -3.564], [-3.791, -0.837, -4.006], [-3.411, 0.791, -3.933], [-2.070, -2.107, -2.331], [-0.893, -0.871, -0.501], [-0.697, 1.590, 1.089], [0.337, 1.646, -0.330], [1.893, -0.623, -0.645], [3.486, -1.910, 0.729], [3.350, -1.928, 3.235], [1.531, -0.629, 4.325], [-0.050, 0.644, 2.945], [-1.897, -0.285, 1.652], [-2.987, -1.048, 0.513], [-3.010, 1.734, 1.665], [-5.621, 1.087, 1.364], [-4.942, -0.508, 1.058], [-4.690, 1.245, -0.853], [-4.366, 4.879, -1.052], [-5.602, 5.107, 2.471], [-6.527, 4.468, 1.031], [-5.180, 5.698, 0.877], [-2.947, 3.806, 2.719], [-3.393, 5.390, 2.102], [-2.429, 4.213, 1.088], [-3.167, 2.252, -2.395], [8.669, -0.517, 4.738], [7.840, 0.441, 3.893], [7.296, -0.126, 2.723], [6.090, -0.945, 2.832], [5.139, -0.349, 3.497], [6.380, -2.387, 3.362], [7.566, -2.869, 2.900], [5.439, -3.259, 2.912], [6.415, -2.520, 4.698], [9.288, -1.159, 4.109], [9.314, 0.043, 5.421], [8.038, -1.155, 5.352], [8.515, 1.226, 3.535], [7.078, 0.947, 4.494], [5.894, -1.145, 1.751]],
  "lowdin_charge": [-0.10, -0.19, -0.23, -0.14, -0.19, -0.20, -0.15, -0.08, -0.02, -0.61, 0.25, 0.16, -0.20, -0.09, -0.24, -0.05, -0.07, -0.06, -0.05, -0.06, -0.06, -0.23, -0.17, -0.79, 0.05, 0.75, -0.07, -0.53, 0.13, -0.08, -0.07, -0.05, -0.20, 0.19, -0.27, 0.21, 0.08, 0.09, 0.09, 0.12, 0.12, 0.09, 0.11, 0.11, 0.11, 0.12, 0.11, 0.13, 0.10, 0.13, 0.13, 0.11, 0.09, 0.10, 0.15, 0.11, 0.12, 0.10, 0.11, 0.10, 0.11, 0.11, 0.12, 0.12, 0.13, 0.08, 0.14, 0.16, 0.11, 0.10, 0.09, 0.09, 0.09, 0.09, 0.07, 0.15, -0.09, -0.29, -0.12, -0.53, -0.16, -0.55, 0.09, 0.09, 0.11, 0.07, 0.07, 0.06, 0.10, 0.11, 0.13],
  "homo_ev": -5.51,
  "homo_lumo_gap_ev": 4.412,
  "e_above_lowest_kcal_mol": 7.0,
  "largest_force_ev_per_a": 2.89,
  "e_tot_ha": -2487.20226
}

***

Record 3
{
  "formula": "C28H46BrCaN3P2S",
  "method": "ωB97M-V/def2-TZVPD",
  "species": ["N", "C", "C", "C", "C", "C", "C", "Ca", "P", "C", "C", "C", "C", "C", "C", "C", "Br", "H", "H", "H", "H", "H", "H", "H", "H", "H", "H", "P", "C", "C", "H", "H", "H", "H", "H", "C", "C", "H", "H", "H", "H", "H", "C", "C", "H", "H", "H", "H", "H", "C", "C", "H", "H", "H", "H", "H", "C", "C", "H", "H", "H", "H", "H", "C", "C", "H", "H", "H", "H", "H", "S", "C", "N", "C", "C", "N", "H", "H", "H", "H", "H", "H"],
  "positions_angstrom": [[-7.204, 5.563, -6.788], [-6.995, 6.169, -5.617], [-6.159, 5.633, -4.625], [-5.502, 4.399, -4.864], [-5.783, 3.761, -6.093], [-6.612, 4.394, -7.031], [-4.556, 3.806, -3.928], [-0.202, 0.732, 0.472], [5.970, -0.862, -1.086], [-3.740, 2.774, -4.285], [-2.767, 2.154, -3.422], [-1.649, 1.487, -3.978], [-0.643, 0.957, -3.149], [-0.878, 1.000, -1.798], [-1.915, 1.707, -1.195], [-2.906, 2.253, -2.029], [1.940, -0.634, 1.303], [-4.478, 4.271, -2.938], [-3.737, 2.422, -5.317], [-6.030, 6.186, -3.696], [-5.382, 2.786, -6.349], [-7.510, 7.122, -5.464], [-6.798, 3.935, -8.007], [-1.572, 1.435, -5.067], [-3.782, 2.755, -1.613], [0.263, 0.530, -3.575], [-2.036, 1.863, -0.101], [-0.594, -1.858, -0.968], [5.382, 0.865, -0.863], [6.479, 1.845, -1.289], [5.111, 0.994, 0.193], [4.476, 0.992, -1.468], [6.278, 2.843, -0.892], [7.460, 1.525, -0.919], [6.536, 1.926, -2.379], [5.182, -1.299, -2.690], [5.905, -2.458, -3.374], [5.219, -0.398, -3.316], [4.128, -1.541, -2.499], [5.603, -2.526, -4.423], [6.991, -2.318, -3.345], [5.672, -3.415, -2.897], [4.967, -1.837, 0.094], [5.681, -2.058, 1.428], [4.723, -2.797, -0.388], [4.028, -1.279, 0.255], [5.092, -2.740, 2.053], [6.674, -2.498, 1.282], [5.791, -1.115, 1.978], [-0.488, -3.246, 0.256], [-1.538, -4.358, 0.257], [-0.474, -2.749, 1.240], [0.516, -3.674, 0.114], [-2.500, -4.014, 0.655], [-1.701, -4.805, -0.730], [-1.189, -5.160, 0.921], [0.534, -2.459, -2.297], [0.020, -2.423, -3.732], [0.824, -3.483, -2.017], [1.434, -1.831, -2.202], [-0.743, -3.186, -3.920], [-0.393, -1.445, -4.002], [0.851, -2.623, -4.419], [-2.252, -2.031, -1.730], [-3.414, -1.652, -0.807], [-2.350, -3.063, -2.103], [-2.248, -1.365, -2.607], [-4.054, -0.910, -1.305], [-4.044, -2.528, -0.583], [-3.095, -1.213, 0.153], [-2.094, 0.243, 2.345], [-1.089, -0.196, 3.659], [0.063, 0.403, 4.044], [0.636, -0.166, 5.249], [-0.345, -1.283, 5.600], [-1.339, -1.185, 4.540], [0.503, 1.155, 3.528], [0.683, 0.589, 6.042], [1.646, -0.547, 5.061], [-0.807, -1.120, 6.580], [0.135, -2.267, 5.590], [-2.154, -1.781, 4.464]],
  "lowdin_charge": [0.06, -0.12, -0.01, -0.21, -0.02, -0.12, -0.01, 0.78, 1.21, -0.05, -0.21, 0.01, -0.11, -0.22, -0.18, 0.00, -0.03, 0.12, 0.11, 0.11, 0.10, 0.11, 0.11, 0.13, 0.13, 0.11, 0.05, 0.89, -0.37, -0.14, 0.09, 0.10, 0.08, 0.07, 0.08, -0.37, -0.14, 0.09, 0.09, 0.09, 0.08, 0.08, -0.42, -0.14, 0.10, -0.07, 0.08, 0.08, 0.08, -0.41, -0.13, 0.04, 0.07, 0.07, 0.08, 0.08, -0.39, -0.14, 0.08, 0.05, 0.08, 0.04, 0.08, -0.40, -0.14, 0.08, 0.07, 0.08, 0.08, 0.01, 0.58, -0.81, 0.00, -0.13, -0.11, 0.04, 0.12, 0.13, 0.12, 0.13, 0.13, 0.16],
  "homo_ev": [-12.27, -12.32],
  "homo_lumo_gap_ev": [5.207, 3.527],
  "total_charge": 2,
  "e_above_lowest_kcal_mol": 4.9,
  "largest_force_ev_per_a": 3.65,
  "e_tot_ha": -5590.76983
}